{
  "formula": "C41H90NO33P6Zr",
  "method": "ωB97M-V/def2-TZVPD",
  "symbols": ["Zr", "P", "O", "O", "O", "O", "C", "C", "N", "H", "H", "H", "C", "C", "O", "P", "O", "O", "C", "C", "O", "C", "C", "H", "H", "H", "H", "H", "H", "H", "H", "H", "H", "H", "H", "H", "H", "H", "C", "C", "O", "P", "O", "O", "C", "C", "O", "C", "C", "H", "H", "H", "H", "H", "H", "H", "H", "H", "H", "H", "H", "H", "H", "H", "C", "C", "O", "P", "O", "O", "C", "C", "O", "C", "C", "H", "H", "H", "H", "H", "H", "H", "H", "H", "H", "H", "H", "H", "H", "H", "C", "C", "O", "P", "O", "O", "C", "C", "O", "C", "C", "H", "H", "H", "H", "H", "H", "H", "H", "H", "H", "H", "H", "H", "H", "H", "C", "C", "O", "P", "O", "O", "C", "C", "O", "C", "C", "H", "H", "H", "H", "H", "H", "H", "H", "H", "H", "H", "H", "H", "H", "H", "C", "C", "O", "C", "O", "O", "H", "H", "H", "H", "C", "C", "O", "C", "O", "O", "H", "H", "H", "H", "C", "C", "O", "C", "O", "O", "H", "H", "H", "H"],
  "xyz": [[-0.9158, -0.0634, -0.6039], [1.1761, -0.2210, 2.5468], [0.8766, -1.4216, 1.6412], [-0.3063, 0.3241, 2.3763], [1.5591, 0.5401, 1.2654], [2.0554, -0.2483, 3.8190], [1.1243, -2.1616, 8.2869], [2.2083, -1.8977, 9.2581], [3.0687, -1.6413, 10.0422], [0.4058, -2.7695, 8.8368], [1.3641, -2.6586, 7.3469], [0.7202, -1.1892, 8.0055], [-2.8874, 9.0099, -1.0589], [-2.5420, 8.0569, -2.2628], [-2.3395, 6.7042, -1.9968], [-0.9161, 6.0095, -1.5911], [-0.9727, 4.5518, -1.2668], [0.0002, 6.3388, -2.8932], [-0.4207, 5.8279, -4.2130], [0.6301, 6.2709, -5.2591], [-0.3219, 7.0212, -0.4516], [0.9063, 6.7608, 0.1277], [1.0840, 7.9178, 1.2079], [-2.8715, 10.0283, -1.4472], [-3.8621, 8.7879, -0.6246], [-2.1789, 9.0860, -0.2340], [-3.3907, 8.0210, -2.9458], [-1.6584, 8.4530, -2.7634], [-0.4756, 4.7454, -4.0981], [-1.3478, 6.2622, -4.5872], [0.5370, 7.3016, -5.6014], [1.6442, 6.1726, -4.8718], [0.6626, 5.6041, -6.1208], [0.8957, 5.7566, 0.5514], [1.7079, 6.7756, -0.6108], [2.1223, 8.1012, 1.4842], [0.7595, 8.9187, 0.9230], [0.6181, 7.6589, 2.1587], [6.4885, 3.8470, -4.1770], [5.7104, 2.6477, -4.8130], [4.5446, 2.3085, -4.0468], [3.8705, 0.9326, -4.5880], [2.5505, 0.6600, -3.8999], [3.8512, 1.2207, -6.1808], [3.3833, 0.1613, -6.9994], [3.4054, 0.4883, -8.4984], [4.9923, -0.1899, -4.3412], [5.5409, -0.4483, -3.0248], [7.0670, -0.3079, -2.9470], [5.8550, 4.7325, -4.2287], [6.7694, 3.7276, -3.1306], [7.3885, 4.2044, -4.6774], [5.4408, 3.0030, -5.8076], [6.4058, 1.8156, -4.9234], [4.0354, -0.6914, -6.8102], [2.3357, -0.0830, -6.8233], [3.0884, -0.3246, -9.1517], [2.5658, 1.1715, -8.6265], [4.3553, 0.8914, -8.8498], [5.1724, 0.2570, -2.2799], [5.1505, -1.4309, -2.7603], [7.4239, -0.7597, -2.0214], [7.5330, -0.9449, -3.6987], [7.4405, 0.7003, -3.1261], [-8.6742, 4.2165, 0.2914], [-7.6607, 3.0964, 0.2683], [-7.6765, 2.4184, 1.4876], [-6.3051, 2.0531, 2.3025], [-5.1220, 1.8339, 1.3733], [-6.7127, 0.6960, 3.0670], [-6.2042, 0.3181, 4.3489], [-7.1668, 0.9445, 5.3455], [-6.1324, 3.1544, 3.5149], [-4.9097, 3.7660, 3.8262], [-5.1637, 5.1897, 4.3663], [-8.4722, 4.8517, 1.1539], [-8.6534, 4.7509, -0.6584], [-9.6728, 3.7999, 0.4228], [-7.7968, 2.3601, -0.5238], [-6.6990, 3.5478, 0.0247], [-6.4517, -0.7421, 4.2978], [-5.1582, 0.5972, 4.4760], [-8.1746, 0.5296, 5.3628], [-6.7922, 0.7289, 6.3462], [-7.2083, 2.0332, 5.3799], [-4.4382, 3.2760, 4.6781], [-4.2216, 3.8299, 2.9833], [-5.8759, 5.2712, 5.1874], [-4.2819, 5.6794, 4.7797], [-5.5557, 5.7253, 3.5017], [2.2263, -8.0836, -1.1130], [1.2742, -6.9528, -1.6103], [1.7781, -6.4737, -2.8313], [0.9153, -5.4308, -3.7473], [0.3249, -4.2861, -3.0150], [1.9638, -4.9621, -4.9604], [2.7753, -6.0372, -5.5193], [4.1089, -6.4526, -4.7419], [-0.1482, -6.3745, -4.5626], [-0.9522, -5.8213, -5.5745], [-0.4920, -6.4077, -6.8850], [1.8549, -8.7646, -0.3472], [2.5000, -8.8158, -1.8727], [3.2124, -7.7700, -0.7704], [0.2257, -7.2276, -1.7256], [1.3313, -6.1488, -0.8767], [2.1266, -6.9065, -5.6268], [3.1186, -5.6327, -6.4715], [3.8872, -7.1520, -3.9358], [4.8169, -7.0288, -5.3375], [4.5119, -5.5107, -4.3696], [-1.9734, -6.1703, -5.4213], [-0.9126, -4.7342, -5.5064], [-0.4831, -7.4963, -6.8292], [-1.2269, -6.1054, -7.6311], [0.4994, -6.0658, -7.1824], [-8.3509, -3.6594, -1.2200], [-6.8335, -3.5810, -1.0605], [-6.4564, -4.2089, 0.1196], [-4.9263, -4.6138, 0.3696], [-3.9799, -3.4899, 0.2162], [-5.0582, -5.2767, 1.8620], [-4.0115, -6.0264, 2.5429], [-3.2205, -5.0836, 3.4750], [-4.6540, -5.8282, -0.5982], [-5.7001, -6.8369, -0.7002], [-5.5273, -7.6941, -1.9684], [-8.8025, -4.6348, -1.4008], [-8.9880, -3.1579, -0.4916], [-8.5370, -3.1332, -2.1563], [-6.4446, -3.9959, -1.9904], [-6.4896, -2.5479, -1.0113], [-4.6114, -6.6382, 3.2167], [-3.3988, -6.6961, 1.9395], [-3.9340, -4.3421, 3.8345], [-2.6350, -5.4490, 4.3186], [-2.5455, -4.5139, 2.8364], [-5.7623, -7.5276, 0.1407], [-6.7039, -6.4138, -0.7395], [-6.2527, -8.5073, -1.9922], [-5.7848, -7.0510, -2.8099], [-4.4868, -7.9565, -2.1598], [5.7729, -3.7029, 3.3446], [5.1543, -4.3325, 4.5701], [6.0610, -5.3279, 4.9366], [7.1402, -5.2458, 4.1185], [8.1767, -5.8892, 4.2743], [6.9527, -4.4019, 3.1715], [5.9115, -2.6432, 3.5586], [5.0901, -3.7959, 2.5001], [4.1458, -4.6909, 4.3635], [5.2508, -3.5231, 5.2938], [2.1432, 3.7816, 7.4863], [0.7338, 3.9348, 7.0341], [0.1930, 5.0395, 7.7444], [1.1019, 5.6136, 8.4640], [0.9753, 6.6050, 9.1242], [2.2783, 4.9453, 8.3543], [2.7825, 3.7894, 6.6035], [2.1919, 2.7958, 7.9488], [0.1073, 3.0567, 7.1907], [0.6419, 4.1902, 5.9784], [6.6772, 2.7205, 2.4840], [6.9525, 4.1413, 2.9521], [8.3386, 4.2781, 2.6819], [8.8617, 3.0730, 2.4299], [10.0505, 2.8339, 2.2817], [7.8855, 2.1253, 2.3171], [6.1891, 2.7721, 1.5107], [6.0889, 2.1417, 3.1961], [6.7072, 4.2465, 4.0089], [6.3717, 4.8958, 2.4216]],
  "gap_ha": 0.180,
  "charge": 1,
  "homo_ev": -11.8932,
  "de_lowest_kcal_mol": 517.68
}